[1]
A 23-piece molecular cluster, C11H68NO22 overall in a non-equilibrium geometry. Source: OMol25; level of theory: ωB97M-V/def2-TZVPD.

Each line ends with the Mulliken charge.
Atoms and positions in Å:
C -3.255 -3.175 -0.555  -0.948
C -1.710 -2.852 -0.861  0.173
C -1.361 -1.433 -1.073  0.363
C 0.171 -1.100 -1.103  -2.240
N 0.502 0.359 -0.765  0.767
C -0.272 1.285 -1.787  -1.837
C 0.553 2.578 -2.008  0.770
C 1.933 2.254 -1.406  -0.852
C 1.815 0.755 -1.182  -0.551
C 0.278 0.707 0.722  -2.477
C 0.611 -0.315 1.807  1.216
C 0.547 0.166 3.256  -1.528
H -3.470 -4.244 -0.457  0.377
H -4.048 -2.678 -1.195  0.224
H -3.477 -2.658 0.475  0.070
H -1.227 -3.485 -1.637  0.313
H -1.189 -3.226 0.038  -0.250
H -1.717 -0.721 -0.291  -0.205
H -1.826 -0.929 -2.043  0.205
H 0.524 -1.276 -2.030  0.754
H 0.735 -1.638 -0.491  1.266
H -1.353 1.646 -1.568  0.428
H -0.620 0.961 -2.605  1.144
H 0.019 3.391 -1.391  0.082
H 0.426 2.728 -3.289  -0.521
H 1.844 2.815 -0.478  0.249
H 2.701 2.499 -2.161  0.394
H 2.541 0.425 -0.347  -0.174
H 2.072 0.111 -1.876  1.071
H -0.662 1.010 0.805  0.958
H 0.813 1.511 0.904  1.264
H 1.737 -0.664 1.596  -0.279
H -0.005 -1.229 1.538  -0.205
H 0.883 -0.365 4.044  0.869
H -0.428 0.228 3.705  0.123
H 1.299 1.091 3.277  0.065
O -2.733 0.009 5.234  -0.641
H -2.869 -0.730 5.810  0.280
H -2.077 0.669 5.605  0.260
O 5.303 -0.324 -0.931  -0.680
H 6.207 0.245 -1.003  0.364
H 5.643 -1.124 -1.326  0.283
O 3.750 -2.449 0.141  -0.614
H 3.929 -1.807 -0.497  0.268
H 4.419 -2.937 0.632  0.288
O 4.869 1.443 0.989  -0.629
H 4.354 0.943 1.718  0.278
H 5.255 0.919 0.322  0.359
O 0.686 5.041 -5.171  -0.635
H 0.122 4.337 -5.317  0.324
H 1.690 4.594 -5.117  0.376
O 1.238 3.564 3.578  -0.632
H 2.113 3.390 3.834  0.288
H 0.499 3.689 4.357  0.329
O 1.665 -4.003 0.482  -0.529
H 2.599 -3.726 0.548  0.261
H 1.632 -4.265 -0.363  0.229
O -2.140 -3.253 3.363  -0.630
H -1.636 -3.854 2.675  0.478
H -2.378 -2.598 2.824  0.236
O -6.250 -0.200 -0.455  -0.748
H -5.883 -0.473 -1.374  0.340
H -7.107 0.353 -0.654  0.339
O -0.497 2.613 -5.708  -0.568
H -0.178 1.745 -5.499  0.255
H -0.729 2.597 -6.583  0.259
O 0.979 -3.389 -4.181  -0.587
H 1.284 -2.422 -4.191  0.284
H 1.607 -3.747 -4.856  0.316
O 3.343 5.100 -0.458  -0.638
H 4.268 5.040 -0.002  0.306
H 3.647 5.524 -1.366  0.335
O -0.381 6.238 -2.371  -0.585
H 0.352 6.048 -1.699  0.289
H -0.250 7.227 -2.306  0.296
O -5.779 -1.592 1.737  -0.561
H -6.619 -1.489 2.131  0.256
H -6.019 -1.273 0.906  0.328
O -3.145 -0.599 2.703  -0.315
H -3.075 -0.432 3.533  0.048
H -3.987 -0.703 2.552  0.369
O 3.864 -0.034 3.202  -0.553
H 4.724 0.142 2.926  0.288
H 3.752 0.511 3.957  0.276
O -0.502 -5.004 2.202  -0.664
H 0.164 -4.711 1.439  0.365
H -0.291 -5.977 2.402  0.285
O -2.250 3.376 0.274  -0.588
H -2.454 3.687 -0.592  0.270
H -3.120 2.941 0.531  0.306
O 0.651 -2.203 6.674  -0.571
H 1.135 -1.530 6.600  0.250
H -0.207 -1.828 7.229  0.323
O -0.845 -6.539 -1.928  -0.592
H -1.554 -6.200 -2.472  0.301
H -1.333 -7.231 -1.546  0.295
O -4.474 1.248 0.856  -0.696
H -5.076 0.795 0.201  0.387
H -3.834 0.535 1.256  0.325
O 3.021 3.413 -5.516  -0.600
H 2.900 3.387 -6.363  0.285
H 2.636 2.704 -5.101  0.301

Output
Total charge: +1
Gap between HOMO and LUMO (eV): 8.64
2S+1: 1
ΔE to the lowest compared entry with this formula, charge and spin (kcal per mole): 109.4
Highest occupied orbital energy (eV): -11.4

[2]
C5H8O as an isolated structure in a non-equilibrium geometry. Source: OMol25; level of theory: ωB97M-V/def2-TZVPD.

Each line ends with the natural charge from an NBO analysis.
Atoms and positions in Å:
O 1.031 -1.424 1.161  -0.593
C 0.746 -1.147 -0.050  0.286
C -0.673 -0.879 -0.513  -0.478
C -1.213 0.406 0.078  -0.478
C -0.101 1.357 0.234  -0.025
C 1.133 0.804 0.019  -0.513
H 1.671 0.998 1.010  0.257
H 1.294 -1.688 -0.863  0.131
H -0.646 -0.855 -1.610  0.207
H -1.294 -1.742 -0.245  0.235
H -2.017 0.831 -0.529  0.235
H -1.647 0.235 1.078  0.243
H -0.222 2.281 0.797  0.202
H 1.982 0.866 -0.646  0.290

Output
Gap between HOMO and LUMO (alpha / beta) (eV): 7.34 / 8.42
2S+1: 1
ΔE to the lowest compared entry with this formula, charge and spin (kcal per mole): 104.7
Highest occupied orbital energy (alpha / beta) (eV): -8.0 / -8.6

[3]
A 6-piece molecular cluster, C18H51N3O9 overall in a non-equilibrium geometry. Source: OMol25; level of theory: ωB97M-V/def2-TZVPD.

Each line ends with the Mulliken charge.
Atoms and positions in Å:
C 0.956 1.082 -5.227  -0.614
O 0.463 2.343 -4.721  -0.417
C -0.013 2.056 -3.351  -0.880
C -0.563 3.278 -2.576  0.350
C 0.532 4.336 -2.184  -1.311
N -1.275 2.901 -1.356  -0.436
H 1.265 0.436 -4.405  0.267
H 1.731 1.401 -5.923  0.276
H 0.273 0.443 -5.787  0.262
H -0.758 1.260 -3.339  0.384
H 0.852 1.727 -2.775  0.399
H -1.282 3.807 -3.201  0.454
H 0.060 5.276 -1.898  0.301
H 1.070 4.476 -3.121  0.462
H 1.120 3.996 -1.331  0.226
H -1.456 3.784 -0.899  0.097
H -2.143 2.401 -1.489  0.239
C 1.214 -2.865 -2.240  -0.797
O 2.125 -3.965 -2.111  -0.363
C 1.563 -5.282 -2.329  -0.785
C 2.719 -6.171 -2.764  0.758
C 2.428 -7.574 -3.394  -1.519
N 3.728 -6.388 -1.749  -0.617
H 1.711 -2.093 -1.653  0.241
H 0.223 -3.102 -1.851  0.360
H 1.047 -2.453 -3.236  0.313
H 0.800 -5.600 -1.618  0.346
H 0.904 -5.118 -3.181  0.394
H 3.306 -5.654 -3.523  0.111
H 3.403 -8.059 -3.428  0.435
H 1.977 -7.496 -4.383  0.373
H 1.731 -8.196 -2.834  0.352
H 3.711 -5.764 -0.955  0.194
H 3.817 -7.344 -1.435  0.199
C -0.906 4.704 1.830  -0.561
O -1.747 5.488 0.961  -0.410
C -0.919 6.449 0.287  -0.963
C -0.705 7.730 1.172  0.594
C -2.092 8.299 1.717  -1.252
N -0.027 8.899 0.489  -0.768
H -1.634 4.126 2.399  0.254
H -0.264 5.257 2.516  0.275
H -0.386 3.968 1.217  0.205
H 0.062 6.003 0.126  0.400
H -1.258 6.583 -0.740  0.537
H -0.052 7.493 2.011  0.212
H -2.183 9.384 1.782  0.373
H -2.315 8.145 2.772  0.328
H -2.968 7.874 1.227  0.255
H -0.025 9.731 1.061  0.234
H 0.925 8.629 0.284  0.233
O 3.262 -2.848 3.361  -0.588
C 1.929 -2.941 2.968  -0.001
C 1.754 -4.355 2.241  -0.052
O 1.639 -5.617 3.132  -0.560
H 3.504 -1.960 3.635  0.306
H 1.337 -2.804 3.873  0.283
H 1.845 -2.027 2.380  -0.039
H 2.485 -4.448 1.438  0.173
H 0.751 -4.231 1.833  0.197
H 2.122 -6.334 2.715  0.291
O 0.220 0.109 -0.969  -0.261
C 0.345 -0.544 0.343  -0.167
C -0.777 -0.173 1.253  -0.522
O -1.217 1.161 1.406  -0.374
H -0.044 1.027 -0.876  -0.056
H 0.254 -1.619 0.188  0.118
H 1.362 -0.265 0.621  0.297
H -0.600 -0.716 2.181  0.328
H -1.522 -0.739 0.694  0.334
H -1.304 1.512 0.517  0.286
O -2.787 -2.048 3.470  -0.410
C -2.867 -3.006 4.508  -0.349
C -4.327 -3.551 4.581  -0.563
O -4.729 -4.241 3.405  -0.534
H -3.544 -2.353 2.966  0.314
H -2.116 -3.788 4.400  0.223
H -2.565 -2.496 5.422  0.296
H -4.936 -2.647 4.561  0.341
H -4.567 -4.221 5.407  0.377
H -5.653 -4.482 3.505  0.311

Output
Gap between HOMO and LUMO (eV): 9.47
2S+1: 1
SMILES string: COC[C@H](C)N.COC[C@H](C)N.COC[C@H](C)N.OCCO.OCCO.OCCO
ΔE to the lowest compared entry with this formula, charge and spin (kcal per mole): 84.2
Highest occupied orbital energy (eV): -8.9

[4]
C7H12N7OSSr as an isolated structure in a non-equilibrium geometry. Source: OMol25; level of theory: ωB97M-V/def2-TZVPD.

Each line ends with the natural charge from an NBO analysis.
Atoms and positions in Å:
Sr -0.056 0.109 0.170  1.806
O 0.932 1.292 -1.290  -0.783
N 0.567 2.500 -1.618  0.013
C 1.475 3.305 -2.196  0.025
C 1.184 4.593 -2.567  -0.260
C -0.101 5.086 -2.337  -0.150
C -1.024 4.254 -1.751  -0.238
C -0.690 2.946 -1.371  0.047
S -1.866 1.954 -0.613  -0.471
H 2.445 2.851 -2.345  0.233
H 1.946 5.196 -3.034  0.240
H -0.363 6.095 -2.616  0.234
H -2.036 4.578 -1.569  0.246
N -1.038 -6.650 1.569  -0.754
C -1.135 -5.516 0.869  0.672
N -1.773 -5.535 -0.313  -0.778
N -0.601 -4.442 1.393  -0.635
C -0.522 -3.249 0.988  0.588
N -0.371 -2.118 0.763  -0.743
H -1.409 -7.514 1.215  0.409
H -0.575 -6.637 2.462  0.433
H -2.177 -6.382 -0.677  0.414
H -1.843 -4.703 -0.877  0.422
N 1.971 0.721 2.533  -0.692
N 0.821 1.563 2.334  -0.730
H 2.366 0.833 3.472  0.358
H 2.693 1.007 1.873  0.360
H 1.039 2.559 2.482  0.365
H 0.141 1.307 3.051  0.368

Output
Total charge: +1
Gap between HOMO and LUMO (eV): 7.96
2S+1: 1
ΔE to the lowest compared entry with this formula, charge and spin (kcal per mole): 12.4
Highest occupied orbital energy (eV): -10.3

- Among the records above, which one has the highest ΔE to the lowest compared entry with this formula, charge and spin?
  C11H68NO22

- Among the records above, which one has the highest ΔE to the lowest compared entry with this formula, charge and spin?
  C11H68NO22

- Which of these has the lowest ΔE to the lowest compared entry with this formula, charge and spin?
  C7H12N7OSSr